# 1
The following is a DFT calculation (wB97M-V/def2-TZVPD) of one molecule with the formula C6H7NS.

```
15
Properties=species:S:1:pos:R:3
C 3.31 -0.86 1.61
C 2.33 -1.17 0.95
C 1.19 -1.57 0.24
C 0.12 -0.81 -0.12
C -1.18 -1.43 -0.54
N 0.22 0.55 0.00
C -0.65 1.57 -0.12
S -2.12 1.64 -0.82
H 4.15 -0.48 2.17
H 1.09 -2.63 0.11
H -1.99 -1.17 0.16
H -1.45 -0.94 -1.48
H -1.08 -2.49 -0.69
H 1.13 0.84 0.32
H -0.17 2.43 0.26
```

As for the spin multiplicity: 1. As for the energy above the lowest of the compared OMol25 structures with the same formula, charge and spin: 57.10 kcal per mole.

# 2
The following is a DFT calculation (wB97M-V/def2-TZVPD) of a 3-piece molecular cluster, C5H16NO2 overall.

```
24
Properties=species:S:1:pos:R:3
C 0.78 -1.21 1.05
C -0.66 -0.74 1.30
C -1.83 -1.46 0.61
C -1.70 -0.29 -1.64
C -1.84 -1.38 -0.89
N 1.56 0.02 0.71
H 1.13 -1.80 1.89
H 0.84 -1.81 0.14
H -0.69 0.29 0.91
H -0.84 -0.63 2.37
H -1.95 -2.48 0.98
H -2.68 -0.87 0.98
H -1.46 0.69 -1.23
H -1.78 -0.47 -2.70
H -2.12 -2.29 -1.42
H 1.37 0.73 1.42
H 1.30 0.46 -0.18
H 2.55 -0.18 0.57
H 3.70 1.25 -1.93
H 2.39 1.94 -2.46
O 2.81 1.53 -1.70
H 0.44 2.90 0.32
H -0.89 3.34 0.46
O -0.43 2.48 0.45
```

As for the spin multiplicity: 1. Its charge is +1. As for the energy above the lowest of the compared OMol25 structures with the same formula, charge and spin: 29.79 kcal per mole.